[1]
Entry from the OMol25 dataset: a molecular structure, C17H21IrN4OSeSi (the ωB97M-V functional and the def2-TZVPD basis).

Last column: natural (NBO) charge in e.
Cartesian coordinates (Å):
1 Ir -0.19161 -0.10281 -0.10488  1.155
2 Se 6.55368 -1.20422 3.80137  1.219
3 N 4.97363 -0.57165 4.23980  -0.483
4 C 4.15251 -0.63163 3.22328  0.077
5 C 2.78597 -0.17997 3.21818  0.037
6 C 2.16936 0.42406 4.32494  -0.082
7 C 0.85818 0.84776 4.21277  -0.149
8 C 0.19172 0.65565 3.00425  0.158
9 N 0.76471 0.08690 1.95128  -0.478
10 C 2.04016 -0.33753 2.02713  0.276
11 C 2.62359 -0.94412 0.84243  0.183
12 N 1.84380 -1.07826 -0.24861  -0.446
13 C 2.34365 -1.61737 -1.35522  0.162
14 C 3.66906 -2.02840 -1.45740  -0.149
15 C 4.49660 -1.91274 -0.35569  -0.080
16 C 3.97189 -1.36600 0.82267  0.053
17 C 4.74804 -1.20175 2.02276  0.069
18 N 6.00449 -1.53806 2.16108  -0.479
19 H 2.73095 0.55521 5.23887  0.290
20 H 0.34686 1.32554 5.03697  0.291
21 H -0.83651 0.98037 2.90228  0.255
22 H 1.67442 -1.73435 -2.19891  0.259
23 H 4.03224 -2.43285 -2.38928  0.290
24 H 5.52927 -2.23434 -0.37120  0.291
25 C -2.58174 -2.56880 -0.10892  -0.258
26 O -2.10631 -1.28851 -0.54286  -0.783
27 H -2.97296 -3.11612 -0.97068  0.227
28 H -3.37263 -2.45897 0.63307  0.219
29 H -1.75142 -3.12956 0.31859  0.197
30 H -2.88763 -0.76188 -0.76573  0.527
31 C 2.39825 2.46079 -2.11988  -1.085
32 Si 0.59669 2.28626 -2.77339  1.537
33 C 0.04358 0.83585 -3.93262  -1.079
34 C 0.24311 3.88645 -3.79928  -1.047
35 C -0.33704 1.79332 -1.15436  -0.858
36 H 3.07865 2.50184 -2.96530  0.265
37 H 2.63583 1.59932 -1.50100  0.187
38 H 2.54116 3.36189 -1.53088  0.262
39 H 0.86334 0.63755 -4.61538  0.258
40 H -0.82945 1.08864 -4.52469  0.274
41 H -0.16882 -0.05390 -3.34557  0.189
42 H 0.89946 3.96185 -4.66299  0.278
43 H 0.40362 4.75784 -3.16786  0.253
44 H -0.78596 3.88189 -4.15043  0.256
45 H -1.39818 1.88380 -1.39962  0.229
46 H -0.08714 2.55404 -0.41176  0.234

Atoms 1-3, force components in eV/Å:
2.34 -0.97 1.27
0.18 -0.02 0.02
-0.64 0.53 0.99

Output
- <S²>: 0.793
- Multiplicity: 2
- Total charge: +3
- Frontier orbital gap (spin up / spin down): 5.975 / 3.005 eV
- E_HOMO (spin up / spin down): -17.6 / -17.6 eV
- F_max: 2.8 eV/Å
- LUMO (spin up / spin down): -11.62 / -14.59 eV

***

[2]
Entry from the OMol25 dataset: a single C4H5O2P molecule (the ωB97M-V functional and the def2-TZVPD basis).

Last column: natural (NBO) charge in e.
Cartesian coordinates (Å):
1 C -0.50343 0.31330 -0.05053  -0.215
2 C 0.56766 -0.61666 -0.03094  -0.303
3 C -1.89574 0.23603 -0.00637  -0.101
4 C 1.89504 -0.26919 -0.00224  0.186
5 O -2.42801 1.51208 0.03753  -0.693
6 O 2.84395 -1.22885 0.03086  -0.657
7 P -3.17235 -1.00714 0.00749  0.214
8 H -0.19195 1.35445 -0.07976  0.207
9 H 0.33823 -1.67415 -0.02337  0.222
10 H -3.39259 1.47565 -0.00001  0.481
11 H 3.73157 -0.86114 0.10584  0.490
12 H 2.20763 0.76562 0.01152  0.169

Atoms 1-3, force components in eV/Å:
0.63 0.47 0.03
0.16 -0.31 0.01
-1.19 -0.77 0.00

Output
- Relative energy (zero: lowest compared OMol25 entry of this formula, charge and spin): 3.0318 eV
- Multiplicity: 1
- Frontier orbital gap (spin up / spin down): 6.118 / 6.895 eV
- E_HOMO (spin up / spin down): -7.2 / -8.2 eV
- F_max: 1.5 eV/Å
- LUMO (spin up / spin down): -1.07 / -1.26 eV

***

[3]
Entry from the OMol25 dataset: a molecular structure, C51H61Ge2MnN3 (the ωB97M-V functional and the def2-TZVPD basis).

Last column: Löwdin spin population.
Cartesian coordinates (Å):
1 Mn 0.39335 0.95497 -0.78557  4.204
2 C 1.65542 -1.29671 2.73161  0.003
3 C 1.95158 0.15962 2.95375  0.005
4 C 2.16800 0.60767 4.25504  0.000
5 C 2.48595 1.92829 4.51679  0.001
6 C 2.64053 2.81380 3.46081  0.001
7 C 2.47754 2.39046 2.14745  0.008
8 C 2.80609 3.32541 1.01412  0.005
9 C 2.09289 1.06342 1.89946  0.022
10 N 1.97017 0.65870 0.53397  0.227
11 C 3.13842 0.43132 -0.10607  0.224
12 C 4.41137 0.14494 0.64095  0.030
13 C 3.17001 0.50393 -1.51851  0.170
14 C 4.48720 0.32795 -2.22351  0.021
15 N 2.03361 0.78538 -2.15489  0.258
16 C 2.08061 1.07482 -3.55268  0.023
17 C 2.07109 2.42085 -3.94598  0.009
18 C 2.15408 3.52374 -2.92861  0.004
19 C 2.05229 2.72398 -5.30161  0.001
20 C 2.08035 1.72163 -6.25809  0.002
21 C 2.15221 0.40007 -5.85599  0.000
22 C 2.15361 0.05353 -4.50656  0.007
23 C 2.27119 -1.39687 -4.12000  0.000
24 H 0.78537 -1.61214 3.31106  0.000
25 H 2.50016 -1.90698 3.06158  0.000
26 H 1.46865 -1.52105 1.68449  0.001
27 H 2.07649 -0.10169 5.06979  0.000
28 H 2.63406 2.26319 5.53619  0.000
29 H 2.92426 3.84281 3.65242  0.000
30 H 2.73040 4.36474 1.33489  0.000
31 H 2.15738 3.17750 0.15102  0.003
32 H 3.83157 3.16214 0.66637  0.001
33 H 4.23010 0.00186 1.70266  0.000
34 H 5.13460 0.95884 0.53354  0.010
35 H 4.89154 -0.75514 0.24959  0.009
36 H 4.85784 -0.69498 -2.11335  0.007
37 H 5.24691 0.98742 -1.79956  0.006
38 H 4.40321 0.54347 -3.28490  0.000
39 H 1.33083 3.48571 -2.21868  0.003
40 H 2.12353 4.49669 -3.41853  0.000
41 H 3.08642 3.45743 -2.35970  0.000
42 H 2.02600 3.76332 -5.60728  0.000
43 H 2.06850 1.97295 -7.31113  0.000
44 H 2.21664 -0.38957 -6.59726  0.000
45 H 2.76060 -1.95766 -4.91723  0.000
46 H 1.29911 -1.86490 -3.94256  0.000
47 H 2.84860 -1.53083 -3.20808  0.000
48 C -3.90019 3.06869 1.31848  -0.008
49 C -3.14999 2.18604 0.31938  -0.017
50 Ge -1.23437 2.04527 0.78199  -0.165
51 C -0.67482 3.87443 1.26876  -0.029
52 C -0.77800 4.20895 2.75753  -0.007
53 C -1.23830 0.91849 2.39117  -0.039
54 C -1.55263 -0.36532 2.60965  -0.014
55 Ge -1.87676 -1.69584 1.17367  -0.001
56 C -3.81105 -1.90111 0.78289  -0.001
57 C -4.72997 -2.52380 1.83202  0.000
58 C -1.07784 -3.48291 1.43416  0.000
59 C -1.21654 -4.31892 2.70379  0.000
60 C -1.71388 -0.84278 4.02160  -0.001
61 C -1.13622 -0.17942 5.11001  -0.003
62 C -1.33168 -0.61908 6.40808  0.000
63 C -2.11390 -1.73827 6.66925  -0.003
64 C -2.69583 -2.40868 5.60744  0.000
65 C -2.49027 -1.96293 4.30824  -0.003
66 H -4.96481 3.11928 1.07823  -0.002
67 H -3.52236 4.09306 1.31696  0.000
68 H -3.81406 2.68495 2.33865  0.000
69 H -3.23775 2.57298 -0.69631  0.000
70 H -3.59269 1.19028 0.33872  0.000
71 H -1.32735 4.52533 0.67986  -0.001
72 H 0.33528 4.06369 0.91043  -0.001
73 H -1.79121 4.06226 3.13734  0.000
74 H -0.50654 5.25097 2.94579  -0.002
75 H -0.10708 3.58817 3.35609  0.000
76 H -1.09209 1.52988 3.28441  -0.004
77 H -3.83278 -2.50402 -0.13102  0.000
78 H -4.19795 -0.91820 0.50347  0.000
79 H -4.37676 -3.50897 2.14935  0.000
80 H -5.73709 -2.65943 1.43170  0.000
81 H -4.81728 -1.89903 2.72144  0.000
82 H -0.01751 -3.37399 1.19759  0.000
83 H -1.49205 -4.04022 0.58584  0.000
84 H -0.80034 -3.81788 3.57768  0.000
85 H -0.68351 -5.26416 2.57952  0.000
86 H -2.25464 -4.56416 2.93542  0.000
87 H -0.50678 0.68535 4.95698  0.000
88 H -0.86336 -0.08305 7.22506  0.000
89 H -2.26031 -2.07914 7.68627  0.000
90 H -3.30887 -3.28498 5.78049  0.000
91 H -2.95620 -2.51208 3.50442  0.000
92 N -1.41478 2.89784 -2.58303  0.024
93 C -0.77012 2.20045 -1.92152  -0.053
94 C -2.50473 -0.48746 -5.71490  0.001
95 C -3.61526 -0.51298 -4.88326  0.000
96 C -3.44686 -0.54033 -3.50772  0.001
97 C -2.16964 -0.57701 -2.95160  0.002
98 C -1.06476 -0.53344 -3.79389  0.004
99 C -1.22866 -0.48510 -5.16710  0.001
100 C -2.06438 -0.62828 -1.48183  0.020
101 C -1.21311 -1.30948 -0.69088  0.011
102 C -0.24227 -2.28864 -1.27810  0.003
103 C 1.09264 -2.34289 -0.88789  0.007
104 C 1.93995 -3.33804 -1.35704  0.001
105 C 1.46510 -4.30332 -2.23012  0.001
106 C 0.13513 -4.26154 -2.63179  0.001
107 C -0.70891 -3.27031 -2.15736  0.001
108 H -2.63346 -0.44579 -6.78895  0.000
109 H -4.61162 -0.49618 -5.30580  0.000
110 H -4.31286 -0.54042 -2.85431  0.000
111 H -0.07110 -0.50821 -3.36754  0.003
112 H -0.35830 -0.42421 -5.80766  0.000
113 H -2.86134 -0.07461 -1.00261  0.000
114 H 1.48048 -1.60702 -0.19626  0.004
115 H 2.97354 -3.35752 -1.03102  0.000
116 H 2.12091 -5.08560 -2.59118  0.000
117 H -0.25026 -5.01023 -3.31299  0.000
118 H -1.74728 -3.25344 -2.46744  0.000

Atoms 1-3, force components in eV/Å:
0.33 0.13 -0.41
0.00 -0.04 -0.03
-0.06 -0.04 0.06

Output
- Relative energy (zero: lowest compared OMol25 entry of this formula, charge and spin): 0.0000 eV
- <S²>: 9.077
- Multiplicity: 6
- Frontier orbital gap (spin up / spin down): 6.537 / 7.101 eV
- E_HOMO (spin up / spin down): -6.7 / -7.6 eV
- F_max: 0.5 eV/Å
- LUMO (spin up / spin down): -0.16 / -0.45 eV

***

[4]
Entry from the OMol25 dataset: 3 unconnected molecules or ions with the total composition C5H14NO2 (the ωB97M-V functional and the def2-TZVPD basis).

Last column: natural (NBO) charge in e.
Cartesian coordinates (Å):
1 C 0.11615 -1.51202 -1.35524  -0.066
2 O -0.85694 -0.57951 -1.57337  -0.311
3 C 0.87200 -1.08368 0.01555  -0.279
4 C -0.23422 -0.89578 0.94636  -0.451
5 C -0.60527 0.63871 1.14804  -0.253
6 C 1.09691 2.25812 1.28539  -0.009
7 N 0.57380 1.24546 1.78835  -0.299
8 H 0.89923 -1.47170 -2.16914  0.287
9 H -0.31544 -2.52341 -1.16476  0.245
10 H -1.87012 -1.76337 -0.16786  -0.035
11 H 1.69143 -1.75093 0.28340  0.275
12 H 1.38544 -0.18173 -0.39448  0.288
13 H 0.08219 -1.25812 1.97664  0.286
14 H -1.11799 -1.38816 0.72322  0.274
15 H -1.29381 0.66770 1.90293  0.248
16 H -0.95758 1.08587 0.20993  0.265
17 H 1.85121 2.68872 1.95580  0.222
18 H 0.69975 2.78985 0.42168  0.226
19 H -2.43523 -1.28916 -0.19075  0.109
20 H -0.17183 0.64566 -1.73117  0.470
21 H 0.23133 2.09847 -2.39371  0.499
22 O 0.35899 1.57900 -1.51681  -0.990

Atoms 1-3, force components in eV/Å:
-3.27 0.90 -3.35
2.62 -2.84 -0.26
1.93 1.58 0.88

Output
- Relative energy (zero: lowest compared OMol25 entry of this formula, charge and spin): 11.2240 eV
- Multiplicity: 1
- Total charge: +1
- Frontier orbital gap: 4.434 eV
- E_HOMO: -14.0 eV
- F_max: 5.4 eV/Å
- LUMO: -9.59 eV